Entry 1:
# C42H28BrN9O10S2Sc

C42H28BrN9O10S2Sc as an isolated structure in a non-equilibrium geometry (ωB97M-V/def2-TZVPD, OMol25).

Structure (XYZ):
```
93
Properties=species:S:1:pos:R:3
Br 4.3273 5.3810 -4.2577
Sc 0.2417 0.9117 0.1869
S -2.1510 1.4237 -0.9976
S -0.4178 -2.4530 -1.4785
O 3.4972 -4.0520 1.9091
O 1.8598 2.0423 0.0866
O -0.3510 -0.9413 -1.3199
O -1.8383 -4.9104 -7.6596
O 1.4851 -0.7133 0.7245
O 5.3542 -4.4016 -2.4087
O 2.6752 -2.1141 2.5650
O -1.7605 -2.7144 -8.0669
O 4.7665 -2.9958 -4.0141
O 1.4209 0.5226 -2.9351
N -3.9073 -0.5339 -1.0419
N -0.0834 3.8423 0.2243
N 0.6634 0.8601 2.5581
N -2.3925 -0.7734 0.6214
N 3.0729 -2.9001 1.6713
N -1.5670 2.5510 2.0809
N 1.5063 0.1284 -1.7720
N 4.7057 -3.4141 -2.8315
N -1.2694 -0.3183 1.1962
C 0.1864 -0.3181 3.0449
C 1.8023 -0.2664 4.8368
C -1.8830 -3.1928 2.2111
C -1.2106 -4.4084 -4.8833
C -2.5347 4.6379 2.8588
C 2.2505 4.6464 -2.4678
C -1.7147 3.8668 1.9510
C 0.7606 -0.9146 4.1977
C -2.9819 2.5977 4.0259
C 2.3193 -0.9769 -1.4553
C 2.2749 0.9434 4.3319
C 3.8239 -3.1779 -0.6045
C -0.7432 -2.7745 -3.1525
C 3.5040 4.3111 -2.9635
C 3.1184 -1.6404 -2.3907
C -3.2501 -4.0702 4.0035
C -2.8177 -0.0520 -0.4380
C -0.9130 -0.9003 2.3650
C -2.2602 -1.8797 4.2022
C -1.6500 -3.6203 -7.2450
C -2.2087 1.9346 3.0808
C 2.3638 2.7585 -0.9090
C 0.4166 4.3222 -0.9099
C 2.2569 -1.3555 -0.0831
C -1.3240 -3.3894 -5.8117
C 4.1719 3.1669 -2.4565
C -1.1275 -2.0573 -5.4310
C 1.6582 3.8838 -1.4358
C -1.1989 5.9443 0.7731
C -1.0058 4.5526 0.8971
C -0.8379 -1.7446 -4.1155
C 3.8458 -2.7152 -1.9112
C 1.6807 1.4679 3.1803
C -3.1443 3.9554 3.9194
C 3.5999 2.4128 -1.4538
C -1.6826 -2.0090 2.9339
C -2.0309 6.6560 1.6291
C -2.6853 6.0210 2.6780
C -2.6515 -4.2097 2.7462
C 3.0433 -2.4630 0.2904
C -0.9241 -4.1025 -3.5541
C -3.0486 -2.8960 4.7286
H 2.2566 -0.7263 5.7052
H 2.0334 2.4012 2.7531
H -1.3412 -5.4640 -5.1421
H -2.1134 0.8604 3.1298
H -3.8629 -4.8574 4.4141
H 4.1206 1.5364 -1.0739
H -0.6241 6.4277 -0.0101
H -0.8463 -4.9065 -2.8280
H -2.8051 -5.1129 2.1639
H -0.1126 5.0957 -1.4834
H 5.1343 2.9310 -2.9085
H -2.0999 -0.9685 4.7738
H -2.1537 7.7220 1.4870
H -1.4504 -3.3072 1.2249
H -3.3318 6.5741 3.3525
H 3.1663 -1.3135 -3.4218
H -1.7162 -5.5690 -6.9647
H 0.3944 -1.8720 4.5449
H -3.5070 -2.7680 5.7034
H -4.2171 -1.4738 -0.8469
H 1.7627 5.5248 -2.8742
H 3.0981 1.4879 4.7787
H -4.1922 -0.1257 -1.9104
H 4.3855 -4.0421 -0.2800
H -1.2002 -1.2760 -6.1763
H -3.7312 4.5276 4.6306
H -3.4428 2.0319 4.8250
H -0.6904 -0.7097 -3.8206
```

Output
Total charge: -1
ΔE to the lowest compared entry with this formula, charge and spin: 0.0 kJ/mol
E: -6993.665545 Eh
2S+1: 1


Entry 2:
# C42H28Cl5N6O3SZr

C42H28Cl5N6O3SZr as an isolated structure in a non-equilibrium geometry (ωB97M-V/def2-TZVPD, OMol25).

Structure (XYZ):
```
86
Properties=species:S:1:pos:R:3
Zr -0.3429 0.4288 -1.1741
Cl -7.8452 -0.8497 -1.2803
Cl -0.4286 3.0557 -7.9678
Cl -4.3284 3.1652 -2.0524
Cl -0.3138 -0.2766 -3.6964
Cl -0.0086 5.0039 -2.9517
S -0.6535 -1.1815 1.5274
O -0.1167 2.1598 -2.1892
O -2.3434 1.0737 -1.6719
O -1.5558 -1.3553 -1.1253
N 2.1768 -3.3709 -0.4452
N 1.0126 -0.0082 3.3491
N -0.2841 1.8810 0.5951
N 5.9873 -6.7836 4.0057
N 1.0050 -1.7214 -1.2976
N -0.4068 -1.3565 4.2339
C 4.1821 1.0847 -1.5329
C -0.2470 4.5457 1.4167
C -4.6556 1.4994 -1.7546
C -5.1758 -1.1938 -1.2083
C -0.3704 1.5012 -5.7684
C 4.3964 2.0211 -0.5290
C 4.5544 -5.8423 0.9373
C 2.9893 -3.7209 1.8131
C -2.6496 4.3881 1.9908
C -2.7774 -1.6323 -1.0791
C -0.0138 -0.8374 3.0529
C -2.6179 1.7127 1.2194
C -3.7679 2.2917 1.6760
C -3.7933 3.6475 2.0612
C 3.3242 2.4686 0.2199
C 3.7764 -4.4122 2.7143
C -1.4509 3.8125 1.5113
C -1.4338 2.4686 1.0965
C -0.2252 3.8731 -5.3975
C -3.5433 0.6268 -1.5849
C 1.8115 -2.0781 -0.3320
C -5.9384 1.0371 -1.6703
C 1.8232 0.9152 -0.9346
C -0.1918 2.3776 -3.4810
C 2.9207 0.5348 -1.7128
C 3.7784 -5.1397 0.0324
C 2.9946 -4.0850 0.4732
C 1.2630 0.0010 4.7129
C -0.3361 2.7904 -6.2602
C 1.5587 -3.8703 -1.5801
C 5.3581 -6.2099 3.2340
C -3.8394 -0.7319 -1.3011
C -0.2960 1.3380 -4.4006
C -6.1997 -0.3220 -1.3937
C 0.8844 3.9392 0.9775
C 0.3780 -0.8474 5.2628
C 2.0473 1.9558 -0.0209
C 4.5572 -5.4806 2.2808
C 0.8353 -2.8437 -2.0869
C -1.5041 -2.3020 4.3758
C -0.1517 3.6637 -4.0359
C 0.8482 2.5869 0.5680
H 0.2309 -1.1315 6.2903
H 3.4874 3.2152 0.9885
H -2.6398 5.4256 2.3057
H -1.5025 -2.6902 5.3901
H -5.3727 -2.2351 -0.9808
H 2.3498 -2.9159 2.1556
H 1.6597 -4.8940 -1.8958
H -2.4538 -1.8119 4.1705
H 3.8030 -5.4034 -1.0171
H 0.2056 -2.8529 -2.9601
H 2.0391 0.5951 5.1612
H -0.1980 4.8811 -5.7882
H 5.0057 0.7764 -2.1659
H -4.7103 4.0876 2.4290
H -6.7634 1.7234 -1.8121
H -1.3769 -3.1168 3.6674
H 5.1676 -6.6674 0.6021
H -4.6738 1.7018 1.7464
H 2.7940 -0.2235 -2.4776
H -2.5975 0.6599 0.9807
H -3.0377 -2.6696 -0.8427
H -0.4562 0.6503 -6.4306
H 1.4674 0.5578 2.6500
H 2.1847 -1.4218 0.4340
H 3.7806 -4.1381 3.7604
H -0.2418 5.5943 1.6912
H 5.3892 2.4126 -0.3462
H 1.8036 4.4947 0.8721
```

Output
Total charge: +1
ΔE to the lowest compared entry with this formula, charge and spin: 127.0 kJ/mol
E: -4917.772323 Eh
2S+1: 1